{
  "formula": "C21H32IMnN8O3PS2",
  "method": "ωB97M-V with the def2-TZVPD basis set",
  "symbols": ["Mn", "N", "C", "N", "C", "C", "S", "C", "C", "S", "C", "N", "N", "H", "H", "H", "H", "H", "H", "I", "C", "C", "C", "C", "N", "C", "H", "H", "H", "H", "C", "O", "P", "O", "C", "O", "C", "H", "H", "H", "H", "H", "H", "H", "H", "H", "C", "C", "N", "C", "N", "C", "C", "C", "N", "C", "H", "H", "H", "H", "H", "H", "H", "H", "H", "H", "H", "H", "H"],
  "xyz": [[-0.269582, -0.840225, 0.099821], [0.425788, 0.769356, 3.316413], [-0.111425, -0.436764, 3.277185], [-0.436843, -1.115206, 2.182918], [-1.078986, -2.295062, 2.523051], [-1.206216, -2.516615, 3.884448], [-0.546211, -1.251582, 4.781693], [-1.588544, -3.139128, 1.509242], [-2.268040, -4.337223, 1.722058], [-2.777761, -5.031845, 0.277710], [-2.049374, -3.667873, -0.595489], [-1.465241, -2.770292, 0.185740], [-2.131361, -3.620009, -1.909216], [0.804336, 1.193257, 2.481984], [0.672891, 1.182377, 4.205118], [-1.676492, -3.356490, 4.375449], [-2.482083, -4.814584, 2.667829], [-2.597584, -4.354138, -2.425552], [-1.738906, -2.854290, -2.437147], [-2.127353, 1.294840, -5.175605], [-0.954448, -0.076606, -4.098577], [-0.186087, -1.047496, -4.734704], [0.536281, -1.934838, -3.946834], [0.473825, -1.831992, -2.570648], [-0.247133, -0.875992, -1.947532], [-0.945105, -0.018906, -2.711711], [-0.152667, -1.114099, -5.814877], [1.151272, -2.702993, -4.397072], [1.001566, -2.545122, -1.952438], [-1.506374, 0.755512, -2.210194], [3.575182, 0.491129, -1.715094], [3.003839, -0.679507, -1.066770], [2.000132, -0.692098, 0.143988], [2.667397, 0.128179, 1.311548], [4.066574, 0.047459, 1.743605], [1.871180, -2.241188, 0.474809], [2.873501, -3.298448, 0.276920], [4.505887, 0.164322, -2.169236], [3.781955, 1.286196, -0.998416], [2.900149, 0.848112, -2.491155], [4.300864, 1.002990, 2.201727], [4.730380, -0.133118, 0.901212], [4.170206, -0.749240, 2.476386], [3.342664, -3.506455, 1.234733], [3.617181, -2.991256, -0.451810], [2.345572, -4.180165, -0.073053], [0.147633, 4.801919, -0.485019], [1.177835, 3.886375, 0.147447], [0.637676, 2.519053, 0.195734], [-0.675967, 2.226929, 0.243459], [-1.055790, 0.919989, 0.213153], [-2.482752, 0.603568, 0.373911], [-3.159869, 1.625716, 1.273588], [-2.981441, 2.969416, 0.601040], [-1.557889, 3.212362, 0.338489], [-1.167864, 4.630359, 0.243616], [0.030006, 4.559103, -1.543271], [0.472696, 5.837946, -0.415337], [1.421074, 4.227095, 1.155843], [2.096308, 3.873184, -0.436007], [1.262361, 1.765282, -0.009014], [-2.566278, -0.400465, 0.814704], [-2.995208, 0.581672, -0.592772], [-2.694516, 1.630622, 2.262006], [-4.217263, 1.397146, 1.391910], [-3.348368, 3.777548, 1.232638], [-3.540535, 3.009241, -0.337365], [-1.111934, 5.048832, 1.252290], [-1.964729, 5.154217, -0.283533]],
  "atomic_forces_ev_per_a": [[-1.1, 0.8, 0.1], [0.1, -0.2, 0.1], [-0.2, 0.1, 0.1], [0.0, -0.2, -0.5], [0.0, -0.1, 0.1], [0.0, 0.0, 0.1], [0.0, 0.1, -0.2], [-0.1, -0.1, 0.0], [-0.1, -0.1, 0.0], [0.2, 0.3, 0.0], [-0.2, -0.3, -0.3], [0.6, 0.7, 0.4], [-0.1, -0.1, 0.1], [0.0, 0.0, -0.1], [0.0, 0.1, 0.0], [0.0, 0.0, 0.0], [0.0, 0.0, 0.0], [0.0, 0.0, -0.1], [0.0, 0.0, 0.0], [0.3, -0.3, 0.3], [-0.3, 0.3, -0.3], [0.0, 0.1, 0.1], [0.0, 0.0, 0.0], [0.1, 0.0, -0.2], [0.1, -0.2, 0.1], [0.0, 0.2, 0.0], [0.0, 0.0, 0.0], [0.0, 0.0, 0.0], [0.1, 0.0, 0.1], [0.0, -0.1, 0.1], [0.1, 0.3, -0.2], [-0.6, 0.0, 0.2], [1.1, -0.6, 0.5], [-0.6, -0.1, -0.4], [0.4, 0.0, 0.1], [-0.1, 0.5, -0.2], [0.2, -0.3, 0.0], [0.0, 0.0, 0.0], [0.0, -0.1, 0.1], [-0.1, -0.1, 0.0], [0.0, 0.0, 0.0], [-0.1, 0.0, -0.1], [-0.1, 0.0, 0.0], [-0.1, 0.1, 0.0], [-0.1, 0.1, 0.0], [-0.1, 0.0, 0.0], [0.0, -0.2, 0.0], [0.0, 0.3, 0.0], [-0.1, 0.0, 0.1], [0.1, 0.1, 0.0], [0.5, -0.6, 0.0], [-0.1, -0.1, 0.0], [0.1, 0.1, -0.1], [-0.2, -0.1, 0.1], [0.0, -0.2, 0.0], [0.1, 0.4, 0.0], [0.0, 0.0, 0.0], [0.0, 0.0, 0.0], [0.0, -0.1, 0.0], [0.0, -0.1, 0.0], [0.0, -0.1, -0.1], [0.0, 0.0, -0.1], [0.0, -0.1, 0.0], [0.0, 0.0, 0.0], [0.0, 0.0, 0.0], [0.1, 0.0, 0.0], [0.0, 0.1, 0.0], [0.0, -0.1, 0.0], [-0.1, -0.1, 0.0]],
  "total_energy_ha": -4068.28284,
  "total_charge": 4,
  "multiplicity": 4,
  "homo_ev": [-18.74, -18.74]
}